Molecular formula: C60H90Br3Cl2N9O8P2Si
Method: DFT, ωB97M-V with the def2-TZVPD basis set

The geometry in XYZ format:
```
175
Properties=species:S:1:pos:R:3:forces:R:3:lowdin_charge:R:1
C -7.9478 1.3384 -3.0827 -0.69 -0.36 0.83 -0.132
C -7.1032 0.2755 -4.0176 0.49 0.39 0.55 -0.142
C -5.7440 0.9375 -4.7061 -1.66 2.07 -5.19 -0.248
O -5.9228 1.4346 -5.9606 1.98 -3.11 8.01 -0.045
O -4.4828 0.9972 -3.9515 -2.84 -1.08 -2.34 -0.129
C -3.4659 0.0800 -4.5420 0.71 0.50 -1.03 -0.180
C -2.0296 0.8656 -4.4612 -0.45 0.39 0.66 -0.113
C -0.7526 -0.0698 -4.0155 0.39 1.08 -1.95 -0.209
O -0.2709 0.4453 -2.7271 -0.07 -1.64 0.67 -0.294
C -0.2542 -0.5731 -1.6772 0.44 -0.59 0.02 -0.406
P -2.0842 -1.0488 -1.4054 -2.15 -0.07 0.78 1.030
C -2.2361 -2.6616 -0.3161 0.01 -0.48 0.29 -0.266
O -2.9688 0.1807 -0.4737 -0.20 -2.10 -0.34 -0.417
C 0.6246 -0.1768 -0.3046 1.01 -0.73 -0.75 -0.459
O -0.2775 -0.1745 0.7535 0.03 0.43 -0.54 -0.161
C -0.0759 -0.2185 2.1415 -2.54 2.14 3.43 -0.358
C 1.3398 -0.5221 2.8262 2.33 -0.84 -1.49 -0.151
C 1.5789 -0.3288 4.4082 1.03 0.19 1.10 -0.261
C 0.3976 -0.6444 5.4613 -0.52 0.54 0.13 -0.525
Br 1.3335 -1.0644 7.2300 -1.13 0.26 -1.30 0.643
C -0.5432 1.2831 2.7379 -0.49 0.88 0.30 -0.126
C 0.5865 2.4384 2.7747 -0.19 0.69 1.97 -0.237
O -0.0725 3.7726 2.5649 1.17 -0.92 1.79 -0.333
Si 0.1416 4.7976 3.9839 -0.23 0.55 -1.47 0.466
C -0.8579 6.4445 3.6050 -0.14 -0.39 0.15 -0.210
C -0.5698 4.0803 5.6207 -0.25 -0.83 1.29 -0.211
C 2.0536 5.1994 4.0602 0.43 0.16 -0.75 -0.193
C -1.3789 -1.1352 2.6818 0.61 -4.71 0.59 -0.402
Cl -3.0891 -0.3719 2.9926 2.66 -0.96 -0.51 0.600
C -1.3813 -2.5917 2.9271 -1.81 3.19 -0.24 -0.621
C -2.7458 -3.3942 3.4750 0.73 0.39 -0.04 -0.148
Cl 0.0613 -3.6705 2.6177 -1.68 1.47 0.44 0.611
C 1.6093 1.1325 -0.5369 0.46 0.55 1.71 -0.560
Br 2.9617 0.8258 -2.0465 -0.84 0.63 0.84 0.649
C 0.9695 2.5719 -0.8257 1.53 1.90 -2.01 -0.709
C 1.7680 3.8689 -0.1286 0.21 0.40 -0.59 -0.143
Br -0.9690 2.8583 -0.5194 0.83 -0.58 -0.18 0.774
P 1.9684 -1.5952 -0.3517 2.91 -0.36 -5.27 0.877
O 1.3250 -3.1623 -0.3224 0.09 -0.69 1.66 -0.390
O 3.3876 -1.2671 0.5087 -0.24 -0.55 1.09 -0.360
H -8.9176 1.7733 -3.6246 2.44 -0.84 0.99 0.092
H -7.2978 2.2039 -2.6264 -1.24 -1.71 -1.10 0.087
H -8.3605 0.7101 -2.1607 0.89 1.40 -1.94 0.066
H -6.7732 -0.6040 -3.3011 -0.61 1.71 -1.70 0.117
H -7.8378 -0.0815 -4.8722 1.99 0.63 1.70 0.127
H -3.4843 -0.9164 -3.9290 0.17 1.91 -1.29 0.097
H -3.7564 -0.0314 -5.6739 0.62 -0.18 2.24 0.134
H -2.1600 1.7109 -3.6304 0.38 -1.95 -1.68 0.130
H -1.8180 1.4535 -5.4676 -0.45 -1.48 2.03 0.129
H -0.9473 -1.2222 -4.0553 0.15 2.19 0.40 0.122
H 0.1120 0.1474 -4.8080 -1.68 -0.52 1.79 0.140
H 0.1943 -1.5367 -2.2271 -0.79 1.68 1.67 0.121
H -3.1100 -2.5328 0.4871 2.08 -0.13 -1.67 0.055
H -1.2216 -2.9738 0.1732 -2.04 0.51 -0.71 0.009
H -2.5754 -3.4975 -1.0676 0.71 1.60 1.39 0.028
H -3.9233 -0.1547 -0.3313 2.25 0.62 -0.56 0.067
H 1.8295 -1.5801 2.5538 -1.59 2.21 0.50 0.091
H 2.1369 0.2086 2.3068 -1.90 -1.48 1.08 0.120
H 2.4943 -1.0364 4.7136 -2.12 1.49 -0.88 0.118
H 1.9925 0.7642 4.6561 -1.11 -2.35 -0.63 0.117
H -0.2575 0.3181 5.7268 1.39 -2.36 -0.76 0.078
H -0.2629 -1.5879 5.2603 1.39 2.01 0.20 0.064
H -1.4584 1.7303 2.1231 2.14 -1.26 1.10 0.099
H -0.9435 1.1954 3.8599 0.93 -0.08 -2.52 0.100
H 1.5415 2.2859 2.1296 -1.95 0.40 0.76 0.097
H 0.9740 2.5192 3.9029 -0.41 -0.70 -2.33 0.087
H -1.9336 6.1449 3.2298 2.10 0.80 0.73 0.054
H -0.9337 6.9932 4.6477 0.09 -0.75 -2.29 0.047
H -0.2867 7.0633 2.7913 -1.28 -0.96 1.65 0.045
H -1.5317 3.4063 5.4946 1.96 1.34 0.15 0.059
H 0.2531 3.4560 6.1930 -1.69 1.13 -1.04 0.047
H -0.8691 4.9678 6.3227 0.58 -1.60 -1.28 0.048
H 2.6508 4.3324 3.5085 -1.10 1.80 1.39 0.046
H 2.4494 5.3788 5.1469 -0.52 -0.29 -2.19 0.042
H 2.1822 6.1662 3.3730 -0.08 -1.97 1.66 0.057
H -2.9363 -3.0288 4.5822 0.30 -0.77 -2.32 0.089
H -2.5851 -4.5530 3.4682 -0.06 2.32 0.00 0.074
H -3.6869 -3.1471 2.8121 2.03 -0.34 1.32 0.063
H 2.3329 1.2342 0.4074 -1.70 -0.37 -2.05 0.088
H 1.1215 2.7847 -1.9943 -0.73 -0.82 2.71 0.075
H 2.5892 3.5325 0.6355 -1.70 0.64 -1.26 0.077
H 0.9772 4.6159 0.3314 1.79 -1.83 -0.67 0.068
H 2.3409 4.4919 -0.9707 -1.24 -1.54 1.70 0.078
H 1.9303 -3.8729 -0.6849 -0.51 1.80 0.56 0.084
H 4.2367 -1.4104 -0.0132 -2.15 0.16 0.46 0.086
C -1.5676 -6.4578 -3.2715 -0.14 -0.02 0.33 -0.106
C -0.6103 -5.9847 -4.2004 0.38 0.22 -0.12 -0.107
C 0.2075 -5.1007 -3.5328 -0.05 -0.02 -0.03 -0.128
N -0.2259 -5.0202 -2.2349 0.00 -0.10 -0.01 0.013
C -1.3045 -5.8486 -2.0649 -0.03 -0.02 -0.05 -0.154
H -2.3624 -7.1674 -3.4617 0.11 0.13 0.02 0.088
H -0.5260 -6.2598 -5.2438 -0.05 0.10 0.21 0.068
H 1.0576 -4.5225 -3.8696 -0.13 -0.07 0.01 0.093
H 0.1864 -4.4409 -1.5151 -0.31 -0.03 -0.18 0.089
H -1.7922 -5.9321 -1.1029 0.09 -0.01 -0.16 0.099
C 3.8024 -2.0564 -6.6425 0.13 0.13 -0.38 -0.115
C 2.9927 -2.8956 -5.8403 -0.30 -0.30 0.01 -0.120
C 2.2024 -3.6372 -6.6897 -0.05 -0.01 0.07 -0.144
N 2.5034 -3.2714 -7.9759 0.03 -0.03 0.03 0.000
C 3.4820 -2.3119 -7.9571 0.04 0.09 0.03 -0.141
H 4.5405 -1.3436 -6.2984 -0.12 -0.12 -0.08 0.091
H 2.9872 -2.9533 -4.7595 0.00 0.02 -0.16 0.082
H 1.4526 -4.3909 -6.4894 0.11 0.13 0.00 0.096
H 2.0717 -3.6509 -8.8085 0.18 0.15 0.34 0.149
H 3.8644 -1.8931 -8.8783 -0.05 -0.05 0.19 0.106
C 4.3421 8.1440 -3.6132 0.38 -0.04 0.16 -0.113
C 3.1059 7.5497 -3.9622 -0.21 -0.33 0.01 -0.110
C 3.1859 6.2143 -3.6363 -0.08 0.01 -0.06 -0.143
N 4.4287 5.9811 -3.1074 -0.01 -0.04 0.03 0.000
C 5.1388 7.1532 -3.0843 0.05 0.08 -0.06 -0.150
H 4.6207 9.1829 -3.7336 -0.03 -0.19 0.03 0.092
H 2.2492 8.0429 -4.4031 0.14 -0.11 0.09 0.094
H 2.4673 5.4118 -3.7365 0.10 0.15 -0.01 0.106
H 4.7683 5.0846 -2.7839 -0.18 0.32 -0.06 0.126
H 6.1480 7.1815 -2.6959 -0.17 0.07 -0.04 0.098
C 4.9301 3.7704 6.3622 -0.12 -0.02 0.37 -0.132
C 5.8875 4.2436 5.4333 0.34 0.23 -0.09 -0.114
C 6.7052 5.1276 6.1009 -0.03 -0.01 -0.09 -0.136
N 6.2718 5.2081 7.3987 0.03 -0.04 0.00 0.000
C 5.1932 4.3797 7.5687 -0.08 -0.04 0.04 -0.150
H 4.1353 3.0609 6.1719 0.10 0.11 0.04 0.086
H 5.9717 3.9685 4.3899 0.00 0.06 0.18 0.093
H 7.5553 5.7058 5.7640 -0.17 -0.12 0.03 0.107
H 6.6841 5.7873 8.1185 -0.16 -0.24 -0.29 0.149
H 4.7055 4.2961 8.5307 0.04 0.02 -0.17 0.104
C -7.4735 -5.2531 1.8258 0.25 -0.16 0.27 -0.119
C -7.6747 -4.7291 0.5265 0.15 0.09 -0.37 -0.115
C -6.4925 -4.8776 -0.1636 -0.06 0.09 -0.06 -0.142
N -5.5837 -5.4684 0.6752 0.00 -0.01 -0.01 -0.001
C -6.1747 -5.7061 1.8888 -0.01 0.03 0.12 -0.151
H -8.1982 -5.2965 2.6285 0.13 -0.02 -0.13 0.090
H -8.5842 -4.2912 0.1361 0.17 -0.07 0.05 0.092
H -6.2205 -4.6128 -1.1767 -0.07 -0.03 0.17 0.106
H -4.6270 -5.6945 0.4358 -0.38 0.08 0.07 0.140
H -5.6214 -6.1746 2.6917 -0.13 0.07 -0.12 0.103
C -7.1944 1.3278 0.9591 0.36 -0.07 0.17 -0.114
C -8.5765 1.0890 0.7693 -0.35 -0.20 0.11 -0.127
C -8.9717 0.1821 1.7270 -0.05 -0.02 -0.05 -0.140
N -7.8755 -0.1382 2.4850 -0.03 0.04 0.01 0.003
C -6.7883 0.5599 2.0275 0.08 -0.01 -0.05 -0.143
H -6.5637 1.9896 0.3798 -0.08 -0.10 0.11 0.092
H -9.2150 1.5314 0.0155 0.09 -0.07 0.16 0.086
H -9.9363 -0.2626 1.9327 0.16 0.09 -0.07 0.106
H -7.8700 -0.7873 3.2610 0.00 0.25 -0.32 0.148
H -5.8211 0.4495 2.4991 -0.16 0.05 -0.11 0.066
C -2.2685 -6.6943 -7.6228 0.22 -0.26 0.24 -0.120
C -3.5993 -6.4451 -8.0352 -0.40 -0.09 0.02 -0.112
C -4.4039 -7.3679 -7.4051 -0.04 0.06 -0.08 -0.141
N -3.6047 -8.1681 -6.6308 0.02 0.04 0.03 0.002
C -2.3015 -7.7613 -6.7530 0.08 -0.02 -0.07 -0.160
H -1.3819 -6.1531 -7.9265 -0.14 -0.09 0.06 0.088
H -3.9347 -5.6750 -8.7177 0.04 -0.14 0.13 0.092
H -5.4738 -7.5241 -7.4424 0.19 0.06 -0.02 0.105
H -3.9263 -8.9377 -6.0582 0.13 0.32 -0.23 0.148
H -1.5113 -8.2655 -6.2131 -0.12 0.08 -0.11 0.107
C 7.8213 1.8104 -2.8347 -0.40 0.09 -0.06 -0.113
C 9.1464 2.2447 -2.5921 0.24 0.32 0.04 -0.114
C 9.1540 3.6176 -2.6968 0.08 -0.04 0.00 -0.139
N 7.8810 4.0264 -2.9987 0.00 0.02 0.07 0.000
C 7.0604 2.9317 -3.0793 -0.03 -0.07 0.00 -0.148
H 7.4607 0.7899 -2.8301 0.04 0.18 -0.01 0.091
H 10.0027 1.6229 -2.3649 -0.14 0.13 -0.04 0.092
H 9.9544 4.3366 -2.5839 -0.12 -0.16 -0.03 0.106
H 7.5924 4.9859 -3.1390 0.14 -0.36 0.00 0.133
H 6.0083 3.0438 -3.3048 0.16 -0.11 -0.01 0.093
C 5.1110 -2.0894 8.9140 -0.37 0.10 -0.07 -0.112
C 6.4360 -1.6551 9.1565 0.28 0.30 0.04 -0.120
C 6.4437 -0.2822 9.0518 0.10 -0.02 -0.01 -0.145
N 5.1707 0.1267 8.7500 -0.01 -0.05 0.07 0.007
C 4.3500 -0.9681 8.6693 0.01 -0.07 0.09 -0.180
H 4.7504 -3.1099 8.9186 0.04 0.18 0.00 0.091
H 7.2923 -2.2769 9.3838 -0.13 0.13 -0.04 0.089
H 7.2441 0.4368 9.1647 -0.12 -0.15 -0.04 0.104
H 4.8820 1.0861 8.6096 0.14 -0.35 0.01 0.138
H 3.2980 -0.8560 8.4438 0.61 0.00 0.20 -0.052
```
Forces are in eV/Å.

For the energy relative to the best compared isomer or geometry (same formula, charge and spin), the calculation gives 1209.4 kJ/mol. The HOMO-LUMO gap is 7.08 eV. The net charge is 0.

=====

Molecular formula: C4H8OSi
Method: DFT, ωB97M-V with the def2-TZVPD basis set

The geometry in XYZ format:
```
14
Properties=species:S:1:pos:R:3:forces:R:3:lowdin_charge:R:1
O 2.0199 1.6224 2.2637 -5.33 -3.59 -6.26 -0.249
C 1.0140 0.9410 1.0888 4.05 4.46 6.78 -0.247
C 1.5513 -0.0065 0.1603 2.55 -2.23 0.78 -0.291
C 0.4289 -0.9555 -0.3048 0.15 -2.70 -0.55 -0.297
C -0.8998 -0.1276 -0.4282 -0.23 -0.69 -2.51 -0.339
Si -0.8980 1.2548 0.9694 2.36 -1.82 -0.16 0.758
H 1.9239 0.5786 -0.6722 0.12 0.21 -0.55 0.121
H 2.5273 -0.5136 0.6174 -2.09 0.88 -0.99 0.168
H 0.7603 -1.5754 -1.3321 -1.05 1.95 2.54 0.158
H 0.2096 -1.8367 0.4320 0.80 1.72 -0.95 0.122
H -0.8313 0.2296 -1.5514 -0.58 0.12 2.30 0.102
H -1.7212 -0.8971 -0.4528 0.46 1.08 0.22 0.064
H -1.2259 0.8069 2.3622 -0.63 0.27 -0.59 -0.021
H -1.0158 2.6488 0.5945 -0.59 0.34 -0.08 -0.050
```
Forces are in eV/Å.

For the energy relative to the best compared isomer or geometry (same formula, charge and spin), the calculation gives 524.5 kJ/mol. The HOMO-LUMO gap (alpha / beta) is 9.10 / 8.55 eV. The net charge is 0.

=====

Molecular formula: C6H11NS
Method: DFT, ωB97M-V with the def2-TZVPD basis set

The geometry in XYZ format:
```
19
Properties=species:S:1:pos:R:3:forces:R:3:lowdin_charge:R:1
C 1.2488 -1.5119 0.4504 -0.28 -0.47 -0.83 -0.123
C 0.0160 -0.8170 -0.1828 1.23 0.46 -0.27 -0.639
C 0.4461 -0.2438 -1.5300 -0.71 -1.49 -3.93 -0.237
N 1.3705 0.8663 -1.2205 -1.48 3.21 0.92 -0.048
C 1.0760 1.1916 0.2786 1.78 -1.13 0.86 -0.143
C -0.2825 0.5356 0.3608 -0.09 0.48 2.18 -0.709
C -1.3695 1.4149 -0.1927 -0.20 -1.72 -1.57 -0.138
S -1.2946 -0.8126 1.0826 0.57 -0.81 0.26 0.953
H 1.2679 -1.3675 1.5244 -0.17 -0.27 0.20 0.058
H 2.1847 -1.0506 0.0688 -0.47 -0.89 -0.18 0.080
H 1.1147 -2.6057 0.1894 0.65 1.17 0.40 0.105
H -0.4199 0.0573 -2.2003 0.81 -0.17 0.97 0.126
H 1.1100 -0.8392 -2.2074 -0.99 -0.56 0.73 0.119
H 1.0151 1.7515 -1.7795 1.08 -2.34 1.44 0.141
H 1.8858 0.6607 0.9565 -1.65 1.60 -1.38 0.133
H 1.0503 2.2625 0.4074 0.22 0.23 0.27 0.102
H -2.1567 0.6651 -0.5085 0.65 1.54 -0.52 0.072
H -1.8084 1.9299 0.6259 -0.24 0.90 0.55 0.069
H -0.9323 2.0570 -0.9608 -0.70 0.26 -0.09 0.078
```
Forces are in eV/Å.

For the energy relative to the best compared isomer or geometry (same formula, charge and spin), the calculation gives 387.5 kJ/mol. The HOMO-LUMO gap is 9.36 eV. The net charge is 0.